{
  "formula": "C2H4N2OS",
  "method": "ωB97M-V with the def2-TZVPD basis set",
  "orbital_gap_ev": 9.67,
  "smiles": "C=NS/C=N/O",
  "e_homo_ev": -8.9,
  "e_above_lowest_kcal_mol": 94.4,
  "e_tot_ha": -661.43516,
  "largest_force_ev_per_a": 2.19,
  "symbols": ["C", "N", "S", "C", "N", "O", "H", "H", "H", "H"],
  "xyz": [[-1.1634, 1.6815, 1.5705], [-0.4649, 0.9478, 0.8057], [-0.9034, -0.7074, 0.8003], [0.3486, -1.2747, -0.3674], [0.7651, -0.5312, -1.2945], [1.7510, -1.2423, -2.0843], [-0.7757, 2.7315, 1.6392], [-2.0329, 1.3853, 2.1225], [0.6632, -2.3086, -0.3543], [1.8123, -0.6819, -2.8378]],
  "forces_ev_per_angstrom": [[1.448, 1.467, -0.734], [-0.421, -0.508, 0.593], [1.088, -0.129, -0.864], [-0.756, 0.197, -0.057], [0.778, -0.217, -0.589], [-1.052, -0.206, 1.681], [-0.751, -0.874, 0.063], [-0.455, -0.203, 0.392], [-0.064, -0.282, 0.467], [0.184, 0.755, -0.952]],
  "lowdin_charge": [-0.17, -0.35, 0.87, -0.48, -0.05, -0.07, 0.09, 0.05, 0.08, 0.06]
}

{
  "formula": "C24H26N10O2SV",
  "method": "ωB97M-V with the def2-TZVPD basis set",
  "multiplicity": 4,
  "orbital_gap_ev": [6.41, 6.37],
  "s_squared": 3.785,
  "e_homo_ev": [-6.1, -7.0],
  "e_above_lowest_kcal_mol": 14.8,
  "e_tot_ha": -2970.33738,
  "largest_force_ev_per_a": 0.99,
  "symbols": ["V", "C", "C", "C", "C", "C", "C", "N", "C", "C", "C", "C", "C", "C", "N", "N", "C", "C", "C", "C", "C", "N", "H", "H", "H", "H", "H", "H", "H", "H", "H", "H", "H", "H", "H", "C", "C", "N", "N", "C", "S", "N", "N", "H", "H", "H", "H", "H", "H", "C", "C", "N", "O", "C", "C", "N", "O", "H", "H", "H", "H", "H", "H", "H"],
  "xyz": [[0.0127, -0.1015, 0.1261], [-4.2696, 3.2661, 2.1940], [-2.9530, 3.6610, 2.3794], [-1.9420, 3.1073, 1.6080], [-2.2263, 2.1309, 0.6556], [-3.5555, 1.7580, 0.4617], [-4.5672, 2.3194, 1.2224], [-1.1950, 1.5611, -0.1228], [-0.6967, 2.4665, -1.0567], [-1.3940, 3.5725, -1.5644], [-0.8048, 4.4075, -2.4996], [0.4866, 4.1672, -2.9635], [1.1932, 3.0769, -2.4878], [0.5992, 2.2330, -1.5523], [1.2339, 1.1442, -0.9620], [2.5111, 1.0054, -1.2208], [3.0360, -0.0331, -0.5257], [4.4074, -0.3246, -0.6841], [4.9692, -1.3128, 0.0744], [4.1631, -2.0100, 0.9844], [2.8258, -1.6976, 1.0597], [2.2437, -0.7300, 0.3230], [-5.0570, 3.7008, 2.7944], [-2.7120, 4.4149, 3.1185], [-0.9215, 3.4635, 1.7219], [-3.7761, 1.0108, -0.2898], [-5.5919, 2.0118, 1.0605], [-2.3955, 3.7775, -1.2104], [-1.3622, 5.2556, -2.8739], [0.9371, 4.8244, -3.6940], [2.1957, 2.8596, -2.8241], [4.9698, 0.2580, -1.3978], [6.0208, -1.5478, -0.0281], [4.5581, -2.7934, 1.6136], [2.1446, -2.2350, 1.7069], [1.5909, 1.6472, 4.9469], [0.3657, 0.9078, 4.5715], [-0.5306, 0.4513, 5.3848], [-1.4584, -0.1521, 4.5826], [-1.1654, -0.0822, 3.2703], [-1.9842, -0.6230, 1.9442], [0.0297, 0.5979, 3.2758], [0.6821, 0.9059, 2.0935], [1.6235, 1.7313, 6.0301], [1.5957, 2.6479, 4.5127], [2.4865, 1.1247, 4.6077], [-2.2782, -0.5756, 4.9780], [0.6135, 1.8977, 1.8776], [1.6510, 0.5950, 2.1127], [-1.3685, -2.8102, -3.0717], [-0.9076, -2.1124, -1.8355], [-0.7837, -0.8406, -1.7136], [-1.1375, -0.0960, -2.8242], [-0.5483, -2.8916, -0.6445], [-0.5956, -4.3757, -0.5247], [-0.1717, -2.1354, 0.3445], [0.1914, -2.6095, 1.4669], [-1.5033, -2.1246, -3.9018], [-2.3116, -3.3228, -2.8711], [-0.6439, -3.5787, -3.3424], [-1.1095, 0.8216, -2.5064], [-1.2523, -4.8270, -1.2670], [-0.9467, -4.6395, 0.4728], [0.3987, -4.8174, -0.6380]],
  "forces_ev_per_angstrom": [[-0.609, 0.413, 0.664], [-0.023, -0.006, 0.004], [0.015, 0.047, 0.030], [-0.045, -0.013, 0.051], [-0.255, -0.169, 0.035], [0.055, 0.031, 0.053], [0.020, -0.005, 0.041], [0.522, 0.363, -0.335], [-0.178, -0.081, -0.146], [-0.004, 0.082, -0.011], [0.003, -0.021, 0.009], [0.048, -0.058, 0.006], [-0.152, 0.104, -0.127], [0.325, -0.159, 0.080], [-0.282, 0.530, -0.127], [0.208, -0.303, 0.066], [0.049, 0.302, -0.231], [-0.045, -0.036, 0.047], [0.007, 0.035, -0.033], [-0.092, -0.053, 0.075], [-0.022, -0.037, 0.002], [-0.047, -0.176, 0.019], [-0.026, 0.011, 0.010], [-0.006, 0.009, 0.013], [-0.009, -0.027, -0.021], [0.008, -0.022, -0.022], [-0.032, 0.002, 0.002], [0.007, 0.019, -0.014], [-0.022, 0.031, -0.016], [0.001, 0.036, -0.025], [0.028, -0.007, 0.009], [0.016, 0.019, -0.022], [0.008, -0.016, 0.018], [0.038, -0.019, -0.002], [0.067, -0.015, 0.004], [0.045, 0.019, 0.075], [-0.063, -0.030, 0.271], [0.234, 0.156, 0.061], [0.068, 0.034, -0.313], [0.050, 0.003, 0.041], [-0.125, -0.105, 0.049], [-0.418, -0.175, -0.212], [0.386, -0.026, -0.167], [0.009, 0.014, -0.016], [-0.011, 0.004, -0.009], [-0.002, -0.014, -0.009], [0.001, -0.012, 0.002], [-0.006, -0.041, 0.056], [-0.046, 0.063, 0.093], [-0.079, 0.045, -0.023], [0.076, -0.357, 0.078], [0.161, 0.001, 0.029], [-0.024, -0.026, 0.055], [-0.084, 0.270, -0.217], [-0.028, -0.045, -0.033], [0.268, -0.359, -0.066], [-0.023, -0.288, 0.146], [0.013, 0.011, 0.042], [-0.018, 0.028, -0.014], [0.026, 0.012, -0.022], [0.015, -0.058, -0.031], [-0.002, 0.032, -0.004], [0.003, 0.011, 0.013], [0.002, 0.023, 0.020]],
  "lowdin_charge": [0.85, -0.10, -0.09, -0.05, -0.40, -0.08, -0.08, -0.09, -0.28, -0.02, -0.10, -0.10, -0.03, -0.25, -0.10, 0.07, -0.34, -0.02, -0.08, -0.08, -0.13, 0.03, 0.10, 0.10, 0.11, 0.12, 0.10, 0.11, 0.10, 0.09, 0.10, 0.11, 0.11, 0.10, 0.09, 0.00, -0.33, 0.13, 0.04, -0.70, 0.85, -0.06, 0.09, 0.09, 0.09, 0.09, 0.16, 0.11, 0.11, 0.00, -0.25, -0.05, 0.00, -0.27, -0.02, -0.30, -0.20, 0.08, 0.10, 0.09, 0.07, 0.07, 0.08, 0.09]
}

{
  "formula": "C5H14Br3CuNO",
  "method": "ωB97M-V with the def2-TZVPD basis set",
  "multiplicity": 2,
  "orbital_gap_ev": [8.43, 5.07],
  "s_squared": 0.767,
  "e_homo_ev": [-8.6, -8.5],
  "e_above_lowest_kcal_mol": 0.0,
  "e_tot_ha": -9691.36435,
  "largest_force_ev_per_a": 2.64,
  "symbols": ["Cu", "C", "N", "C", "C", "C", "C", "O", "H", "H", "H", "H", "H", "H", "H", "H", "H", "H", "H", "H", "H", "H", "Br", "Br", "Br"],
  "xyz": [[-2.0881, -1.3598, -3.1227], [-0.3772, -0.0103, 2.2119], [0.2301, -0.3128, 0.8587], [0.9488, -1.6860, 0.9002], [-0.8906, -0.4101, -0.2011], [1.3608, 0.6299, 0.2479], [0.9850, 2.0521, 0.0151], [0.2031, 2.5899, 1.0293], [-0.9403, -0.8194, 2.6770], [-1.0118, 0.8719, 2.1269], [0.3802, 0.2026, 2.9664], [1.8393, -1.5485, 1.5135], [1.3413, -1.8605, -0.1016], [0.2697, -2.4082, 1.3533], [-0.4458, -0.7134, -1.1489], [-1.3503, 0.5620, -0.3799], [-1.6728, -1.1010, 0.1132], [1.6562, 0.0823, -0.6470], [2.2386, 0.5843, 0.8925], [0.4862, 2.2320, -0.9372], [1.8256, 2.7402, -0.0746], [0.0788, 3.5372, 0.9361], [-0.2666, -3.3153, -2.3257], [-3.8608, -1.6343, -5.3597], [-0.9396, 1.0952, -3.5438]],
  "forces_ev_per_angstrom": [[1.065, 0.073, -1.248], [0.449, 0.951, 0.265], [0.252, -0.836, -1.077], [0.047, 1.478, 0.334], [0.405, 0.516, 0.283], [-0.370, -0.933, 1.278], [-0.349, 1.973, -1.722], [-1.023, -0.402, 1.761], [-0.066, -0.437, -0.932], [0.146, -0.180, -0.121], [0.398, 0.189, -0.421], [-0.208, -0.026, 0.387], [-0.747, -0.635, 0.005], [0.163, -0.112, -0.574], [0.073, -0.244, 0.258], [0.249, 0.164, 0.371], [0.377, -0.185, 0.176], [-0.283, 0.447, -0.257], [-0.334, -0.205, 0.519], [-0.312, -0.711, -0.289], [0.972, -0.789, -0.067], [0.131, -0.055, -0.265], [-1.037, 1.088, -0.182], [0.824, 0.253, 1.129], [-0.823, -1.384, 0.389]],
  "lowdin_charge": [-0.09, -0.01, -0.28, 0.00, -0.07, -0.05, -0.26, -0.06, 0.10, 0.09, 0.10, 0.10, 0.06, 0.11, -0.03, 0.08, 0.10, 0.14, 0.13, 0.09, 0.13, 0.11, -0.27, -0.04, -0.19]
}

{
  "formula": "C13H15F6MnN5O11S4",
  "method": "ωB97M-V with the def2-TZVPD basis set",
  "total_charge": 1,
  "multiplicity": 5,
  "orbital_gap_ev": [6.15, 8.76],
  "s_squared": 6.226,
  "e_homo_ev": [-12.4, -12.6],
  "e_tot_ha": -4948.35140,
  "largest_force_ev_per_a": 0.68,
  "symbols": ["Mn", "F", "C", "F", "F", "S", "O", "O", "N", "S", "O", "O", "C", "F", "F", "F", "N", "C", "C", "N", "H", "H", "H", "H", "H", "H", "H", "H", "H", "O", "C", "O", "C", "C", "C", "C", "C", "C", "N", "O", "O", "N", "O", "O", "H", "H", "H", "C", "O", "C", "S", "S", "H", "H", "H"],
  "xyz": [[0.7852, -0.4320, 0.4629], [2.5573, -0.0523, 5.1266], [2.1588, -0.8174, 4.1312], [2.2790, -2.0893, 4.4538], [2.9259, -0.5647, 3.0599], [0.3676, -0.3985, 3.7349], [0.4461, 0.3438, 2.4583], [-0.1440, 0.2806, 4.8616], [-0.3288, -1.8138, 3.5037], [-0.3126, -2.2780, 2.0239], [-1.2176, -1.5800, 1.1282], [1.0625, -2.1900, 1.4204], [-0.7644, -4.0943, 2.1186], [0.3517, -4.7862, 2.2133], [-1.4025, -4.3843, 1.0065], [-1.5286, -4.2898, 3.1665], [4.7478, 1.0484, -0.6576], [4.4530, 2.4230, -0.1396], [2.9597, 2.6170, 0.0010], [2.3969, 1.6890, 0.9855], [5.7445, 0.8358, -0.6656], [4.3707, 0.9160, -1.6217], [4.2559, 0.3433, -0.0997], [4.8836, 3.1417, -0.8330], [4.9619, 2.5201, 0.8198], [2.4645, 2.4389, -0.9566], [2.7893, 3.6650, 0.2592], [1.4814, 2.0313, 1.2584], [2.9482, 1.6763, 1.8395], [-1.0419, 2.8833, -0.4950], [-1.0464, 1.6836, -0.5554], [0.0936, 0.9910, -0.4457], [-2.3020, 0.8950, -0.7730], [-2.2739, -0.4377, -1.1513], [-3.4659, -1.1158, -1.3046], [-4.6947, -0.5207, -1.1076], [-4.6839, 0.8119, -0.7398], [-3.5208, 1.5344, -0.5679], [-5.9829, 1.4882, -0.5136], [-6.9827, 0.8483, -0.7493], [-5.9460, 2.6309, -0.1167], [-3.4097, -2.5483, -1.6650], [-2.3063, -3.0556, -1.7353], [-4.4553, -3.1074, -1.8948], [-1.3495, -0.9604, -1.3357], [-5.6190, -1.0646, -1.2314], [-3.5569, 2.5742, -0.2761], [-0.0138, 0.2236, -4.2471], [0.4921, -0.3913, -3.0381], [1.7342, -0.1938, -2.7014], [2.8567, 0.6132, -3.5952], [2.2119, -1.0620, -1.2467], [-1.0636, -0.0479, -4.2777], [0.5188, -0.1743, -5.1073], [0.1149, 1.3026, -4.1878]],
  "forces_ev_per_angstrom": [[0.172, 0.656, -0.093], [0.014, 0.014, -0.012], [-0.020, -0.007, 0.021], [-0.009, 0.017, 0.008], [-0.007, -0.015, -0.016], [-0.136, -0.011, -0.011], [0.053, -0.098, 0.057], [-0.023, 0.000, -0.006], [0.154, 0.047, 0.003], [0.065, -0.104, -0.048], [-0.010, -0.196, 0.129], [-0.055, -0.145, 0.031], [0.018, 0.036, -0.015], [0.008, -0.002, 0.039], [0.042, -0.011, 0.002], [-0.032, 0.001, -0.015], [-0.179, -0.212, -0.332], [-0.006, 0.049, 0.017], [-0.036, 0.014, -0.064], [0.058, -0.182, 0.153], [0.005, 0.002, 0.001], [-0.006, 0.087, 0.067], [-0.014, 0.014, 0.009], [-0.012, -0.033, -0.038], [0.006, 0.002, -0.006], [-0.012, 0.029, -0.001], [0.021, -0.005, 0.023], [-0.023, -0.031, -0.042], [-0.014, 0.134, 0.027], [-0.005, 0.026, 0.013], [0.051, -0.014, 0.020], [-0.052, -0.028, -0.177], [0.018, 0.022, 0.016], [-0.008, 0.092, -0.067], [-0.011, -0.075, 0.070], [0.026, 0.016, -0.005], [-0.015, 0.011, 0.014], [-0.005, -0.019, -0.013], [0.020, 0.005, -0.051], [-0.018, -0.014, 0.024], [-0.002, 0.014, 0.014], [0.050, 0.108, -0.297], [-0.007, -0.032, 0.082], [-0.036, -0.039, 0.116], [0.001, -0.009, -0.062], [0.001, -0.002, 0.001], [0.001, -0.001, -0.001], [-0.005, -0.013, 0.047], [-0.119, 0.021, 0.102], [0.152, 0.025, -0.203], [0.109, 0.042, 0.325], [-0.183, -0.195, 0.154], [0.008, 0.001, 0.001], [0.007, 0.003, -0.004], [0.003, 0.004, -0.008]],
  "lowdin_charge": [0.78, 0.18, -0.66, 0.18, 0.12, 0.70, -0.37, -0.19, -0.26, 0.71, -0.27, -0.39, -0.68, 0.19, 0.19, 0.20, 0.16, -0.13, -0.23, 0.00, 0.17, 0.05, 0.10, 0.14, 0.13, 0.11, 0.14, 0.07, 0.09, 0.14, -0.50, -0.21, -0.09, 0.03, -0.10, 0.11, -0.09, 0.10, -0.35, 0.11, 0.10, -0.34, 0.08, 0.12, 0.10, 0.14, 0.14, -0.04, -0.21, -1.24, 0.74, 0.75, 0.10, 0.09, 0.10]
}

{
  "formula": "C2H11BN3O",
  "method": "ωB97M-V with the def2-TZVPD basis set",
  "total_charge": 1,
  "orbital_gap_ev": 8.69,
  "e_homo_ev": -11.6,
  "e_above_lowest_kcal_mol": 72.2,
  "e_tot_ha": -346.90408,
  "largest_force_ev_per_a": 3.00,
  "symbols": ["B", "C", "C", "N", "N", "N", "O", "H", "H", "H", "H", "H", "H", "H", "H", "H", "H", "H"],
  "xyz": [[-1.0719, -0.0030, 0.6128], [1.7675, -0.4181, -1.9519], [0.0724, 0.7541, 1.0491], [-1.5002, 0.0811, -0.8953], [0.5902, -0.7059, -2.3642], [0.7177, 0.7302, 2.4446], [-1.8630, -0.8817, 1.3900], [1.8349, 0.2076, -1.0226], [2.8022, -0.7382, -2.2305], [0.7442, 1.4517, 0.4052], [-1.7278, 1.0371, -1.2123], [-2.1768, -0.6562, -0.8607], [0.4783, -1.3013, -3.1238], [-0.7176, -0.3766, -1.5066], [0.7361, -0.2130, 2.7877], [1.5886, 1.3212, 2.2282], [0.2494, 1.1056, 3.2539], [-2.5242, -1.3945, 0.9962]],
  "forces_ev_per_angstrom": [[-0.400, -0.388, 0.655], [-0.106, 0.190, 1.348], [1.613, 1.736, -0.469], [1.327, -0.469, 0.917], [1.620, 1.271, 1.900], [0.211, 1.209, -1.691], [2.324, 1.817, 0.566], [-0.345, -0.407, -0.952], [-1.204, -0.163, -0.774], [-1.661, -1.345, 1.115], [-0.450, -1.070, 0.015], [-1.541, 0.468, -0.951], [0.380, -1.364, -1.906], [0.076, 1.151, 0.082], [1.551, -1.004, -0.376], [-1.125, -2.002, 1.404], [-0.795, 1.446, -0.077], [-1.475, -1.077, -0.805]],
  "lowdin_charge": [-0.61, -0.02, -0.06, 0.22, 0.04, 0.13, 0.12, 0.06, 0.10, 0.09, 0.17, 0.12, 0.05, 0.07, 0.14, 0.19, 0.14, 0.06]
}

{
  "formula": "C3H5O2",
  "method": "ωB97M-V with the def2-TZVPD basis set",
  "total_charge": -1,
  "orbital_gap_ev": 7.99,
  "smiles": "CCC(=O)[O-]",
  "e_homo_ev": -3.6,
  "e_above_lowest_kcal_mol": 16.4,
  "e_tot_ha": -267.82226,
  "largest_force_ev_per_a": 4.42,
  "symbols": ["C", "C", "C", "O", "O", "H", "H", "H", "H", "H"],
  "xyz": [[-1.0695, -0.4882, 0.0755], [0.3756, -0.1814, 0.3754], [1.1222, 0.8503, -0.5119], [1.9653, 0.5096, -1.3927], [0.8285, 2.1062, -0.1774], [-1.6374, -0.3178, 1.0172], [-1.5393, 0.1811, -0.7177], [-1.3428, -1.4906, -0.2301], [0.7783, -1.2046, 0.1950], [0.5191, 0.0355, 1.3667]],
  "forces_ev_per_angstrom": [[-2.490, 2.047, -0.053], [0.931, -2.635, -3.422], [0.291, 3.586, 0.199], [-1.428, -0.172, 1.253], [0.511, -3.443, -0.870], [-0.111, 0.008, -0.648], [0.649, -0.536, 1.030], [0.517, -0.415, -0.104], [0.839, 0.735, 0.260], [0.291, 0.825, 2.356]],
  "lowdin_charge": [-0.15, -0.22, -0.67, -0.11, -0.19, 0.06, 0.09, 0.04, 0.10, 0.06]
}